1.
Here is a molecular structure, C3H5O2S at a distorted geometry from the OMol25 dataset. Energies are from ωB97M-V/def2-TZVPD.

Output
orbital gap (alpha / beta): 5.71 / 7.35 eV
highest occupied orbital energy (alpha / beta): -13.46 / -13.88 eV
maximum force: 6.9 eV Å⁻¹
total charge: +1

Atoms and positions in Å:
C  0.0042  1.0909  1.6639
C  -0.5991  0.8084  -0.5567
C  -0.1104  -1.1007  -0.6082
O  -1.4407  1.1836  -1.2791
O  0.0607  1.3193  0.3912
S  1.6001  -1.1476  -0.9635
H  0.7295  1.3607  2.4904
H  -0.9036  0.6274  2.0990
H  -0.8608  -1.3732  -1.2819
H  -0.1958  -1.3826  0.4235
H  1.7160  -1.3862  -2.3785

---

2.
Here is a molecular structure, C30H26N7RhS from the OMol25 dataset. Energies are from ωB97M-V/def2-TZVPD.

Output
orbital gap (alpha / beta): 6.47 / 6.47 eV
highest occupied orbital energy (alpha / beta): -13.63 / -13.63 eV
maximum force: 0.4 eV Å⁻¹
total charge: +2

Atoms and positions in Å:
Rh  0.3297  2.1092  0.3075
C  -1.1403  1.9539  -5.6751
C  -1.2169  1.7858  -4.1906
C  -1.1543  0.5153  -3.6039
C  -1.2022  0.3421  -2.2394
C  -1.3545  1.4478  -1.3781
N  -1.4794  1.4361  0.0204
C  -1.8227  0.2843  0.7511
C  -2.6508  -0.7160  0.2341
C  -3.0190  -1.8125  0.9874
C  -2.5507  -1.9821  2.2895
C  -2.9162  -3.1938  3.0947
C  -1.7677  -0.9695  2.8224
C  -1.4555  0.1744  2.0974
N  -0.7939  1.2260  2.8119
C  -0.8726  1.4589  4.1404
C  -0.1236  2.5709  4.4352
C  0.3830  2.9993  3.2117
N  -0.0415  2.1888  2.2433
C  -1.3634  2.7320  -1.9833
C  -1.2991  2.8942  -3.3538
N  -1.4272  3.8646  -1.1377
C  -2.1323  5.0089  -1.2458
C  -1.7891  5.8052  -0.1788
C  -0.8473  5.0659  0.5428
N  -0.6314  3.8988  -0.0490
H  -1.4350  1.0437  -6.1925
H  -0.1157  2.1897  -5.9720
H  -1.7758  2.7712  -6.0124
H  -1.0676  -0.3557  -4.2406
H  -1.1729  -0.6579  -1.8336
H  -3.0580  -0.6009  -0.7594
H  -3.6755  -2.5554  0.5525
H  -2.8093  -4.1026  2.5036
H  -3.9572  -3.1352  3.4163
H  -2.2957  -3.2871  3.9840
H  -1.3923  -1.0848  3.8310
H  -1.4903  0.8551  4.7808
H  0.0157  3.0237  5.4003
H  1.0220  3.8367  2.9836
H  -1.2945  3.8937  -3.7707
H  -2.8245  5.1626  -2.0562
H  -2.1650  6.7864  0.0486
H  -0.3269  5.3324  1.4469
S  4.1318  -3.1653  1.3323
C  3.0689  -1.8369  0.9940
C  2.2599  -1.7139  -0.1397
C  1.4659  -0.6021  -0.2840
N  1.4113  0.3939  0.6168
C  2.1961  0.2808  1.7095
C  3.0193  -0.7925  1.9281
C  3.9213  -4.1873  -0.1104
C  2.9521  -5.1792  -0.1293
C  2.8369  -5.9505  -1.2792
N  3.6068  -5.7825  -2.3482
C  4.5455  -4.8453  -2.3079
C  4.7486  -4.0172  -1.2094
H  2.2507  -2.4730  -0.9083
H  0.8498  -0.4858  -1.1625
H  2.1571  1.0864  2.4288
H  3.6272  -0.8202  2.8223
H  2.3115  -5.3562  0.7238
H  2.0948  -6.7378  -1.3379
H  5.1695  -4.7474  -3.1884
H  5.5324  -3.2720  -1.2150

---

3.
Here is 2 unconnected molecules or ions with the total composition C6H10O3 at a distorted geometry from the OMol25 dataset. Energies are from ωB97M-V/def2-TZVPD.

Output
orbital gap: 10.44 eV
highest occupied orbital energy: -9.65 eV
SMILES string: C[C@H]1CC(=O)[C@@]12CO2.O
maximum force: 1.6 eV Å⁻¹

Atoms and positions in Å:
C  -0.9027  -1.9907  -0.1794
C  0.0959  -0.9563  0.3012
C  1.5972  -1.1457  -0.0814
C  1.6454  0.3218  -0.4782
O  2.5198  1.1138  -0.7050
C  0.1339  0.4100  -0.3963
C  -0.7535  0.9157  -1.4532
O  -0.6375  1.6078  -0.2147
H  -0.7882  -2.1733  -1.2581
H  -0.7507  -2.9438  0.3462
H  -1.9337  -1.6605  0.0105
H  0.0077  -0.8070  1.3874
H  2.2927  -1.4404  0.7145
H  1.7438  -1.8003  -0.9543
H  -0.3103  1.4257  -2.3134
H  -1.7124  0.4163  -1.6085
O  -0.9269  2.6071  2.5073
H  -1.2819  3.1439  1.7462
H  -0.0387  2.9560  2.6292

---

4.
Here is 10 unconnected molecules or ions with the total composition C56H98Br2N11O5S at a distorted geometry from the OMol25 dataset. Energies are from ωB97M-V/def2-TZVPD.

Output
orbital gap: 9.12 eV
highest occupied orbital energy: -11.93 eV
maximum force: 4.2 eV Å⁻¹
total charge: +1

Atoms and positions in Å:
C  -1.5825  -2.8397  2.2039
C  -1.7785  -1.3111  2.3061
O  -0.7731  -0.6526  1.5287
C  -0.9194  0.7235  1.7950
C  0.2352  1.5302  1.1695
O  0.6139  2.5133  2.1155
C  1.3940  3.5475  1.5954
C  2.3326  3.1681  0.4302
C  3.3576  2.0597  0.8054
O  3.7673  1.3555  -0.3780
C  4.8831  1.9407  -0.9382
C  4.6167  2.7869  -2.1851
O  5.9604  1.7935  -0.5214
S  0.0586  4.6408  0.8432
C  -0.0841  5.4980  2.3788
N  -1.2120  6.2909  2.4620
N  0.8862  5.3554  3.2317
C  1.0385  6.0125  4.5325
C  -0.2327  6.4174  5.3169
C  -1.3369  5.3512  5.4389
Br  -3.0605  6.2075  5.8587
C  1.9652  4.4531  2.7016
C  3.0790  5.4720  2.2284
C  2.6567  6.4880  1.1774
O  2.7249  6.3854  0.0478
Br  1.9474  8.2269  1.8462
C  2.8158  3.6237  3.7324
C  2.1690  2.5773  4.6826
C  2.3166  1.0978  4.2060
C  0.7158  2.7915  5.1407
H  -0.7435  -3.0123  1.5212
H  -2.4721  -3.2882  1.7548
H  -1.3085  -3.2856  3.1520
H  -2.7813  -1.0050  1.9722
H  -1.7152  -1.0452  3.3724
H  -0.8147  0.8634  2.8890
H  -1.9088  1.1362  1.5424
H  -0.1032  1.9169  0.2005
H  1.0315  0.8037  0.9559
H  1.7732  2.8992  -0.4724
H  2.9488  4.0192  0.1244
H  4.2602  2.5356  1.2119
H  2.9522  1.3330  1.5079
H  3.8089  2.2879  -2.7333
H  5.4950  2.8299  -2.8261
H  4.2963  3.7851  -1.8703
H  -0.8999  7.2538  2.2992
H  -1.8232  6.1128  1.6667
H  1.6667  5.4382  5.2163
H  1.6094  6.9349  4.3489
H  -0.6787  7.2818  4.8090
H  0.0608  6.7655  6.3102
H  -1.5174  4.7662  4.5430
H  -1.1336  4.7107  6.2955
H  3.4799  6.0227  3.0833
H  3.9168  4.8733  1.8558
H  3.3120  4.3672  4.3703
H  3.6365  3.1269  3.2078
H  2.7678  2.5971  5.6036
H  2.4563  0.4585  5.0869
H  3.2093  0.9498  3.5893
H  1.4061  0.7326  3.7243
H  0.0279  3.1694  4.3872
H  0.7132  3.5193  5.9658
H  0.3531  1.8623  5.5901
C  -2.3906  11.8469  2.5001
C  -3.2576  11.0682  3.4803
C  -2.8144  9.6103  3.6448
C  -2.8907  8.8938  2.3631
N  -2.9697  8.3620  1.3599
H  -2.4463  11.4266  1.4926
H  -2.7235  12.8805  2.4400
H  -1.3488  11.8468  2.8141
H  -4.2954  11.0989  3.1420
H  -3.2227  11.5598  4.4543
H  -3.4523  9.0977  4.3657
H  -1.7857  9.5641  4.0111
C  -1.3445  -1.5863  -3.7993
C  -0.5080  -1.9554  -2.5792
C  -0.6485  -0.9505  -1.4303
C  -0.1993  0.3874  -1.8566
N  0.1494  1.4246  -2.1715
H  -1.0297  -0.6325  -4.2282
H  -1.2380  -2.3422  -4.5758
H  -2.4026  -1.5152  -3.5422
H  0.5415  -2.0307  -2.8752
H  -0.8128  -2.9414  -2.2228
H  -0.0472  -1.2606  -0.5793
H  -1.6865  -0.8859  -1.1026
C  -2.0198  -7.3458  5.4863
C  -0.8362  -6.6011  4.8774
C  -0.5398  -5.2739  5.5807
C  -1.6996  -4.3699  5.4862
N  -2.5975  -3.6756  5.4125
H  -2.9438  -6.7724  5.3952
H  -2.1753  -8.2959  4.9743
H  -1.8494  -7.5557  6.5446
H  -1.0346  -6.4179  3.8190
H  0.0516  -7.2347  4.9321
H  0.3197  -4.7878  5.1177
H  -0.3094  -5.4408  6.6344
C  -1.6959  -7.2354  -5.3264
C  -1.8500  -6.6302  -6.7187
C  -1.6784  -5.1101  -6.7290
C  -2.6977  -4.4760  -5.8741
N  -3.4854  -3.9911  -5.2115
H  -2.4611  -6.8657  -4.6411
H  -1.7960  -8.3207  -5.3701
H  -0.7156  -7.0029  -4.9034
H  -2.8328  -6.8908  -7.1147
H  -1.1089  -7.0724  -7.3859
H  -1.7814  -4.7270  -7.7388
H  -0.6871  -4.8353  -6.3618
C  -4.1923  -2.5602  -10.9337
C  -5.0172  -3.8067  -11.2348
C  -5.0310  -4.8070  -10.0745
C  -3.6626  -5.2655  -9.7778
N  -2.6053  -5.6185  -9.5493
H  -3.1414  -2.8049  -10.7676
H  -4.2349  -1.8647  -11.7722
H  -4.5690  -2.0453  -10.0472
H  -4.6211  -4.2888  -12.1313
H  -6.0441  -3.5114  -11.4565
H  -5.6430  -5.6725  -10.3298
H  -5.4526  -4.3492  -9.1782
C  -7.5491  -10.6871  -9.0357
C  -6.3636  -9.9571  -9.6573
C  -6.0468  -8.6315  -8.9578
C  -7.2000  -7.7158  -9.0416
N  -8.0901  -7.0113  -9.1082
H  -8.4675  -10.1039  -9.1191
H  -7.7197  -11.6362  -9.5443
H  -7.3705  -10.8967  -7.9788
H  -6.5708  -9.7745  -10.7140
H  -5.4824  -10.6000  -9.6100
H  -5.1850  -8.1534  -9.4268
H  -5.8082  -8.8002  -7.9066
C  2.5282  14.4192  4.5172
C  2.0467  13.6972  5.7709
C  0.9824  12.6355  5.4752
C  -0.2053  13.2545  4.8601
N  -1.1154  13.7409  4.3826
H  1.7177  14.9668  4.0338
H  3.3033  15.1426  4.7699
H  2.9456  13.7147  3.7940
H  1.6476  14.4303  6.4745
H  2.8985  13.2171  6.2570
H  0.6790  12.1375  6.3970
H  1.3770  11.8778  4.7948
C  3.0363  -7.6329  2.5872
C  2.8888  -7.0470  1.1900
C  3.0426  -5.5232  1.1676
C  2.0086  -4.8911  2.0053
N  1.2087  -4.4135  2.6578
H  2.2570  -7.2666  3.2613
H  2.9516  -8.7198  2.5546
H  4.0001  -7.3833  3.0110
H  1.9125  -7.3244  0.7846
H  3.6441  -7.4881  0.5362
H  2.9448  -5.1468  0.1483
H  4.0256  -5.2334  1.5428
C  6.8153  -7.7117  -1.3495
C  7.7261  -6.7471  -0.5974
C  8.1442  -7.2725  0.7798
C  6.9600  -7.4864  1.6301
N  6.0416  -7.6519  2.2804
H  5.8755  -7.8730  -0.8178
H  6.5677  -7.3118  -2.3332
H  7.2997  -8.6799  -1.4902
H  7.2156  -5.7876  -0.4850
H  8.6229  -6.5649  -1.1922
H  8.8035  -6.5579  1.2731
H  8.6820  -8.2166  0.6827

---

5.
Here is 2 unconnected molecules or ions with the total composition C4H12 at a distorted geometry from the OMol25 dataset. Energies are from ωB97M-V/def2-TZVPD.

Output
orbital gap: 12.53 eV
highest occupied orbital energy: -11.43 eV
SMILES string: CC.CC
maximum force: 2.5 eV Å⁻¹

Atoms and positions in Å:
C  -2.7485  -1.7276  -0.6446
C  -1.7466  -0.6073  -0.7312
H  -2.4712  -2.4577  0.1247
H  -3.7126  -1.3923  -0.2340
H  -2.9651  -2.1906  -1.5980
H  -1.8992  0.2496  -1.3954
H  -0.7539  -0.9532  -0.9994
H  -1.6187  -0.1228  0.2546
C  2.6109  0.5273  0.8181
C  1.8989  1.8145  0.5031
H  2.0171  -0.1359  1.4477
H  2.6813  -0.1026  -0.0896
H  3.6484  0.5913  1.1296
H  1.1019  1.7317  -0.2322
H  1.4579  2.1047  1.4637
H  2.4993  2.6712  0.1831

---

6.
Here is 2 unconnected molecules or ions with the total composition C2H4INO at a distorted geometry from the OMol25 dataset. Energies are from ωB97M-V/def2-TZVPD.

Output
orbital gap: 6.11 eV
highest occupied orbital energy: -8.01 eV
maximum force: 4.3 eV Å⁻¹

Atoms and positions in Å:
C  0.8335  -0.1144  0.0900
C  -0.0965  -1.0177  0.1929
N  -0.7828  2.3032  -0.0808
O  0.0439  -2.2927  -0.0909
I  2.8078  0.3565  0.1507
H  -1.1086  -0.6209  0.2315
H  -1.4490  2.0608  -0.8564
H  -1.2817  1.8455  0.7634
H  1.0334  -2.5203  -0.4006

---

> Which of these has the lowest maximum force?

C30H26N7RhS

---

Copy entry 2 word for word.
Here is a molecular structure, C30H26N7RhS from the OMol25 dataset. Energies are from ωB97M-V/def2-TZVPD.

Output
orbital gap (alpha / beta): 6.47 / 6.47 eV
highest occupied orbital energy (alpha / beta): -13.63 / -13.63 eV
maximum force: 0.4 eV Å⁻¹
total charge: +2

Atoms and positions in Å:
Rh  0.3297  2.1092  0.3075
C  -1.1403  1.9539  -5.6751
C  -1.2169  1.7858  -4.1906
C  -1.1543  0.5153  -3.6039
C  -1.2022  0.3421  -2.2394
C  -1.3545  1.4478  -1.3781
N  -1.4794  1.4361  0.0204
C  -1.8227  0.2843  0.7511
C  -2.6508  -0.7160  0.2341
C  -3.0190  -1.8125  0.9874
C  -2.5507  -1.9821  2.2895
C  -2.9162  -3.1938  3.0947
C  -1.7677  -0.9695  2.8224
C  -1.4555  0.1744  2.0974
N  -0.7939  1.2260  2.8119
C  -0.8726  1.4589  4.1404
C  -0.1236  2.5709  4.4352
C  0.3830  2.9993  3.2117
N  -0.0415  2.1888  2.2433
C  -1.3634  2.7320  -1.9833
C  -1.2991  2.8942  -3.3538
N  -1.4272  3.8646  -1.1377
C  -2.1323  5.0089  -1.2458
C  -1.7891  5.8052  -0.1788
C  -0.8473  5.0659  0.5428
N  -0.6314  3.8988  -0.0490
H  -1.4350  1.0437  -6.1925
H  -0.1157  2.1897  -5.9720
H  -1.7758  2.7712  -6.0124
H  -1.0676  -0.3557  -4.2406
H  -1.1729  -0.6579  -1.8336
H  -3.0580  -0.6009  -0.7594
H  -3.6755  -2.5554  0.5525
H  -2.8093  -4.1026  2.5036
H  -3.9572  -3.1352  3.4163
H  -2.2957  -3.2871  3.9840
H  -1.3923  -1.0848  3.8310
H  -1.4903  0.8551  4.7808
H  0.0157  3.0237  5.4003
H  1.0220  3.8367  2.9836
H  -1.2945  3.8937  -3.7707
H  -2.8245  5.1626  -2.0562
H  -2.1650  6.7864  0.0486
H  -0.3269  5.3324  1.4469
S  4.1318  -3.1653  1.3323
C  3.0689  -1.8369  0.9940
C  2.2599  -1.7139  -0.1397
C  1.4659  -0.6021  -0.2840
N  1.4113  0.3939  0.6168
C  2.1961  0.2808  1.7095
C  3.0193  -0.7925  1.9281
C  3.9213  -4.1873  -0.1104
C  2.9521  -5.1792  -0.1293
C  2.8369  -5.9505  -1.2792
N  3.6068  -5.7825  -2.3482
C  4.5455  -4.8453  -2.3079
C  4.7486  -4.0172  -1.2094
H  2.2507  -2.4730  -0.9083
H  0.8498  -0.4858  -1.1625
H  2.1571  1.0864  2.4288
H  3.6272  -0.8202  2.8223
H  2.3115  -5.3562  0.7238
H  2.0948  -6.7378  -1.3379
H  5.1695  -4.7474  -3.1884
H  5.5324  -3.2720  -1.2150

---

> What is the maximum force in the first record?

6.9 eV Å⁻¹

---

> Which of these has the lowest maximum force?

C30H26N7RhS